# 1
98
Properties=species:S:1:pos:R:3:forces:R:3:mulliken_charge:R:1 method="wB97M-V/def2-TZVPD" relative_energy_ev=1.499 lumo_energy_ev=4.0 total_charge=-2 multiplicity=1
In -0.3890 0.0603 0.2378 0.0 0.3 -0.3 2.614
C 3.5762 2.7709 -6.4706 0.0 0.0 0.0 -1.058
O 2.5017 2.1851 -5.7809 0.0 0.0 0.0 -0.383
C 2.5068 2.2657 -4.4069 0.0 0.0 0.0 0.845
C 3.4997 2.9772 -3.6938 -0.1 0.0 0.0 -1.358
C 3.3921 3.0133 -2.3277 0.1 0.1 0.1 -1.322
C 2.3669 2.3838 -1.5960 0.1 0.1 -0.1 0.296
C 2.3233 2.5194 -0.1619 0.1 0.0 0.1 0.631
C 3.4213 3.2508 0.5815 0.0 0.0 0.0 -2.293
O 1.4056 2.0519 0.5258 -0.1 0.0 -0.4 0.425
C 1.3945 1.6019 -2.3228 -0.1 -0.2 -0.1 0.091
O 0.4779 0.9057 -1.8028 0.0 0.1 -0.1 0.261
C 1.5019 1.6185 -3.7537 0.0 0.0 0.0 -0.236
H 3.4072 2.5675 -7.5271 0.0 0.0 0.0 0.247
H 4.5365 2.3371 -6.1730 0.0 0.0 0.0 0.400
H 3.6187 3.8549 -6.3195 0.0 0.0 0.0 0.356
H 4.3127 3.4863 -4.1882 0.0 0.0 0.0 0.353
H 4.1558 3.5638 -1.7957 0.0 0.0 0.0 0.246
H 3.8253 4.0995 0.0354 0.0 0.0 0.0 0.575
H 4.2267 2.5402 0.7799 0.0 0.0 0.0 0.294
H 3.0396 3.6034 1.5350 0.0 0.0 0.0 0.300
H 0.7587 1.0610 -4.3085 0.0 0.0 0.0 0.466
O 3.1812 -1.8511 -0.9804 0.0 0.0 0.1 -0.818
C 2.0074 -1.7181 -0.6390 -0.1 0.0 -0.1 0.365
O 1.5547 -0.7727 0.0962 0.2 0.0 0.1 -0.372
C 0.9923 -2.7696 -1.1024 0.0 -0.1 0.0 -1.084
P -0.4195 -2.0835 -2.0647 0.1 0.2 0.1 1.336
C -1.3388 -3.6521 -2.3051 0.0 0.0 0.0 0.259
C -1.3081 -4.4355 -3.4561 0.0 0.0 0.0 -0.647
C -2.0534 -5.6067 -3.5320 0.0 0.0 0.0 -0.628
C -2.8304 -6.0107 -2.4558 0.0 0.0 0.0 -0.502
C -2.8606 -5.2370 -1.3018 0.0 0.0 0.0 -0.648
C -2.1266 -4.0626 -1.2272 0.0 -0.1 0.0 -0.613
C 0.2756 -1.7816 -3.7245 0.1 0.0 0.0 0.494
C -0.5960 -1.3373 -4.7205 0.0 0.0 0.0 -0.625
C -0.1280 -1.0204 -5.9861 0.0 0.0 0.0 -0.776
C 1.2297 -1.1138 -6.2675 0.0 0.0 0.0 -0.390
C 2.1062 -1.5280 -5.2770 0.0 0.0 0.0 -0.663
C 1.6359 -1.8667 -4.0130 0.0 0.0 0.0 -0.567
H 0.4946 -3.1613 -0.2109 0.0 0.0 0.0 0.417
H 1.5011 -3.5754 -1.6324 0.0 0.0 0.0 0.678
H -0.7006 -4.1269 -4.2985 0.0 0.0 0.0 0.371
H -2.0208 -6.2050 -4.4356 0.0 0.0 0.0 0.386
H -3.4112 -6.9240 -2.5153 0.0 0.0 0.0 0.344
H -3.4642 -5.5420 -0.4544 0.0 0.0 0.0 0.415
H -2.1368 -3.4458 -0.3334 0.0 0.0 0.0 0.346
H -1.6508 -1.2193 -4.4937 0.0 0.0 0.0 0.399
H -0.8190 -0.6677 -6.7429 0.0 0.0 0.0 0.348
H 1.6038 -0.8315 -7.2443 0.0 0.0 0.0 0.361
H 3.1709 -1.5677 -5.4750 0.0 0.0 0.0 0.393
H 2.3410 -2.1497 -3.2399 0.0 0.0 0.0 0.275
C -2.4035 4.9822 -2.2100 -0.1 0.0 0.0 -1.006
C -1.3070 4.5895 -1.4124 0.0 0.0 0.0 -0.813
C -1.2518 3.3302 -0.8834 0.0 0.1 0.0 1.094
C -2.2681 2.3722 -1.1281 0.1 0.0 -0.1 0.671
C -2.1508 1.0246 -0.6619 -0.2 0.0 0.1 -0.227
C -3.1834 0.1725 -0.9683 0.0 -0.1 0.1 0.009
C -4.3252 0.5796 -1.6966 0.0 0.1 0.0 -1.478
C -4.4290 1.8586 -2.1628 0.0 0.0 0.0 -1.011
C -3.3860 2.7849 -1.9030 -0.1 0.0 -0.1 1.392
C -3.4279 4.1031 -2.4310 0.0 0.0 0.0 -0.840
H -2.4355 5.9775 -2.6403 0.0 0.0 0.0 0.296
H -0.5027 5.2888 -1.2149 0.0 0.0 0.0 0.475
H -0.4132 3.0419 -0.2667 0.0 0.0 0.0 -0.541
H -3.1246 -0.8638 -0.6502 0.0 0.0 0.0 0.311
H -5.1122 -0.1403 -1.8944 0.0 0.0 0.0 0.374
H -5.2853 2.1792 -2.7483 0.0 0.0 0.0 0.315
H -4.2822 4.3879 -3.0386 0.0 0.0 0.0 0.342
C -3.3232 -2.0594 2.0774 0.0 0.0 -0.1 -1.046
C -1.8159 -1.8358 2.1990 0.1 -0.1 0.1 1.189
C -1.1682 -2.9838 2.9721 0.0 0.0 0.0 -1.757
O -1.2082 -1.7443 0.9356 -0.2 0.0 0.0 -0.339
H -3.7925 -2.1769 3.0589 0.0 0.0 0.0 0.415
H -3.5182 -2.9652 1.4923 0.0 0.0 0.0 0.102
H -3.7972 -1.2129 1.5804 0.0 0.0 0.0 -0.066
H -1.6611 -0.9164 2.7809 0.0 0.0 0.0 -0.120
H -1.3560 -3.9307 2.4538 0.0 0.0 0.0 0.272
H -1.5589 -3.0620 3.9921 0.0 0.0 0.0 0.415
H -0.0892 -2.8298 3.0219 0.0 0.0 0.0 0.347
S -4.8920 1.2597 2.6828 -0.1 -0.1 0.0 -0.418
C -4.0303 2.6657 2.4295 0.0 0.2 -0.1 0.032
N -4.2891 3.4385 1.3291 0.0 0.0 0.0 0.010
C -3.7188 4.6398 1.0635 0.1 0.0 0.1 -0.489
C -2.8058 5.1716 1.9152 -0.1 -0.1 0.0 -0.551
C -2.4262 4.3928 3.0358 0.1 0.0 -0.2 0.041
C -3.0030 3.1846 3.2666 0.1 -0.2 0.2 -0.506
H -4.9227 3.0262 0.6567 0.0 0.0 0.0 0.302
H -4.0138 5.0944 0.1311 0.0 0.0 -0.1 0.544
H -2.3342 6.1150 1.6857 0.0 0.0 0.0 0.360
H -1.6264 4.7197 3.6868 0.0 0.0 0.0 0.272
H -2.6612 2.5597 4.0777 -0.1 0.0 0.0 0.335
F 2.3346 3.0701 3.7512 0.0 0.0 0.1 -0.397
Te 1.0324 1.9453 2.9980 -0.9 -0.9 0.1 2.146
F 2.5762 1.0357 2.3936 0.0 0.3 0.0 -0.455
F 1.3198 0.7086 4.4003 0.0 0.2 0.1 -0.409
F 0.5017 3.6019 2.2103 0.2 0.0 -0.1 -0.412
F -0.1411 2.6296 4.3250 0.1 0.1 0.1 -0.441
O -0.2846 0.9492 2.2289 0.6 0.3 0.2 -1.343



# 2
99
Properties=species:S:1:pos:R:3:forces:R:3:mulliken_charge:R:1 method="wB97M-V/def2-TZVPD" lumo_energy_ev="-9.1 / -9.1" total_charge=+3 multiplicity=1
Pt 0.1308 -0.2334 -1.0875 1.1 -0.1 -0.2 0.480
O 1.0308 -2.8309 2.9803 0.0 0.0 0.0 -0.714
C 0.9147 -1.7262 3.8541 0.2 0.0 0.0 0.143
C 0.9279 -1.9965 5.2086 0.1 0.1 0.0 -0.214
C 0.8218 -0.9476 6.1084 0.0 0.0 0.0 -0.599
C 0.7216 0.3530 5.6371 0.0 0.0 0.0 -1.077
C 0.6991 0.6030 4.2749 -0.1 0.0 0.0 -1.256
C 0.7611 -0.4389 3.3477 -0.1 -0.1 0.0 0.327
C 0.7583 -0.1690 1.8634 0.1 0.0 -0.1 1.128
O 0.2989 -1.2738 1.0310 -0.1 0.0 0.3 -0.454
N -0.0837 0.9408 1.5242 -0.1 0.0 -0.1 -0.201
N 0.0860 1.3636 0.1788 -0.2 0.3 0.4 0.749
C -0.1628 2.6133 -0.0263 0.1 0.0 0.0 -0.339
C -0.4372 3.2608 -1.2684 0.2 -0.1 0.0 0.348
Br -0.7076 2.1601 -2.7847 -0.5 0.2 0.0 -0.011
C -0.6401 4.5920 -1.3778 0.0 0.0 0.0 -1.016
C -0.3167 5.5880 -0.3729 0.0 0.0 0.0 0.543
C -1.1427 6.7133 -0.2562 0.0 0.0 0.0 -0.555
C -0.8783 7.6706 0.7048 0.0 0.0 0.0 -0.650
C 0.2336 7.5385 1.5295 0.0 0.0 0.0 -0.426
C 1.0889 6.4525 1.3892 0.0 0.0 0.0 -0.826
C 0.8183 5.4789 0.4436 0.0 0.0 0.0 -0.134
H 1.8743 -2.8014 2.5074 0.1 0.0 0.1 0.320
H 1.0530 -3.0185 5.5428 0.0 0.0 0.0 0.597
H 0.8379 -1.1446 7.1714 0.0 0.0 0.0 0.472
H 0.6689 1.1794 6.3321 0.0 0.0 0.0 0.450
H 0.6529 1.6366 3.9560 0.0 0.0 0.0 0.427
H 1.7831 -0.0042 1.5181 0.0 -0.1 -0.1 -0.069
H -0.0299 1.7216 2.1681 0.0 0.0 0.0 0.370
H -0.2712 3.2531 0.8477 0.0 0.0 0.0 0.663
H -1.0868 4.9542 -2.2988 0.0 0.0 0.0 0.505
H -1.9978 6.8231 -0.9116 0.0 0.0 0.0 0.451
H -1.5260 8.5307 0.8024 0.0 0.0 0.0 0.417
H 0.4509 8.3026 2.2637 0.0 0.0 0.0 0.412
H 1.9811 6.3858 1.9970 0.0 0.0 0.0 0.446
H 1.5266 4.6744 0.2774 0.0 0.0 0.0 0.589
C 3.6378 -0.1480 -0.2824 0.1 0.0 0.0 -1.440
C 3.4877 1.1379 -1.0496 0.0 0.0 0.0 1.313
C 4.2404 2.2501 -0.7123 0.0 0.0 0.0 -1.127
C 4.2216 3.3852 -1.5136 0.0 0.0 0.0 -1.147
C 3.4982 3.3884 -2.6911 0.0 0.0 0.0 -0.908
C 2.7388 2.2865 -3.0857 0.0 0.0 0.0 1.726
C 2.1079 2.3064 -4.4518 0.1 0.0 0.0 -1.953
C 2.6980 1.1978 -2.2091 0.0 0.1 0.1 -0.715
N 1.7885 0.1080 -2.4133 -0.4 0.1 0.1 -0.093
C 1.8904 -0.7479 -3.3600 0.1 -0.1 0.0 1.264
C 2.9817 -0.7819 -4.3709 0.0 0.0 0.0 -2.169
C 0.8513 -1.8171 -3.3424 -0.1 0.0 0.0 1.548
C 0.7914 -2.8128 -4.4427 0.0 0.0 0.0 -2.316
N 0.0602 -1.7874 -2.3244 0.0 -0.2 -0.2 0.598
C -0.9020 -2.8279 -2.0704 0.1 -0.1 0.0 -1.101
C -0.4424 -4.1008 -1.7081 0.0 0.0 0.0 1.655
C 1.0164 -4.4594 -1.6080 0.0 0.0 0.0 -1.801
C -1.3996 -5.0597 -1.3893 0.0 0.0 0.0 -0.767
C -2.7518 -4.7617 -1.4314 0.0 0.0 0.0 -1.120
C -3.1768 -3.4955 -1.8157 0.0 0.0 0.0 -0.804
C -2.2622 -2.5048 -2.1455 -0.1 0.0 0.0 0.879
C -2.7348 -1.1498 -2.6015 0.0 0.0 0.0 -1.057
H 4.0871 0.0319 0.6941 0.0 0.0 0.0 0.485
H 4.3061 -0.8253 -0.8212 0.0 0.0 0.0 0.389
H 2.6945 -0.6829 -0.1586 0.0 0.0 0.0 -0.012
H 4.8723 2.2178 0.1666 0.0 0.0 0.0 0.506
H 4.8095 4.2507 -1.2390 0.0 0.0 0.0 0.531
H 3.5369 4.2511 -3.3447 0.0 0.0 0.0 0.561
H 1.7077 3.2935 -4.6782 0.0 0.0 0.0 0.513
H 1.3064 1.5831 -4.5794 0.0 0.0 0.0 0.245
H 2.8721 2.0942 -5.2037 0.0 0.0 0.0 0.429
H 3.7626 -0.0672 -4.1248 0.0 0.0 0.0 0.397
H 2.5883 -0.5436 -5.3621 0.0 0.0 0.0 0.442
H 3.4131 -1.7824 -4.4261 0.0 0.0 0.0 0.567
H 0.8095 -2.2906 -5.4016 0.0 0.0 0.0 0.568
H -0.0984 -3.4328 -4.3864 0.0 0.0 0.0 0.365
H 1.6753 -3.4542 -4.4224 0.0 0.0 0.0 0.470
H 1.6524 -3.5983 -1.3945 0.0 0.0 0.0 0.256
H 1.3748 -4.9209 -2.5298 0.0 0.0 0.0 0.345
H 1.1677 -5.1947 -0.8187 0.0 0.0 0.0 0.562
H -1.0742 -6.0547 -1.1114 0.0 0.0 0.0 0.546
H -3.4810 -5.5230 -1.1870 0.0 0.0 0.0 0.500
H -4.2358 -3.2795 -1.8815 0.0 0.0 0.0 0.518
H -3.8127 -1.1550 -2.7491 0.0 0.0 0.0 0.502
H -2.2726 -0.8587 -3.5464 0.0 0.0 0.0 0.264
H -2.5107 -0.3615 -1.8740 0.0 0.0 0.0 0.281
C -1.7990 -3.3375 3.3312 0.0 0.1 0.0 -0.877
Te -0.9465 -2.7848 1.4575 -0.5 0.0 -0.3 0.417
C -2.6133 -1.4770 1.2731 0.0 0.0 0.0 -0.431
C -3.6025 -1.8988 2.3270 0.0 0.0 0.1 0.651
C -4.9008 -1.3968 2.3295 0.0 0.0 0.0 -0.721
C -5.7810 -1.7572 3.3347 0.0 0.0 0.0 -0.700
C -5.3734 -2.6256 4.3417 0.0 0.0 0.0 -0.649
C -4.0861 -3.1336 4.3425 0.0 0.0 0.0 -0.983
C -3.1938 -2.7646 3.3397 0.0 0.0 -0.1 0.470
H -1.1760 -3.0704 4.1801 -0.1 0.1 0.0 0.413
H -1.8023 -4.4290 3.2402 0.1 0.0 0.0 0.673
H -2.9958 -1.5336 0.2557 -0.1 0.0 0.0 0.297
H -2.2096 -0.4766 1.4496 0.0 0.0 0.0 0.505
H -5.2221 -0.7227 1.5449 0.0 0.0 0.0 0.523
H -6.7894 -1.3669 3.3329 0.0 0.0 0.0 0.449
H -6.0643 -2.9131 5.1221 0.0 0.0 0.0 0.442
H -3.7755 -3.8193 5.1211 0.0 0.0 0.0 0.532